Record 1
{"formula": "C4H13NOS", "method": "wB97M-V/def2-TZVPD", "e_above_lowest_kj_mol": 112.7, "e_lumo_ev": [3.221, 3.488], "energy_ha": -688.30086, "multiplicity": 2, "total_charge": -1, "homo_energy_ha": [0.0453, -0.1959], "elements": ["C", "C", "C", "C", "S", "N", "H", "H", "H", "H", "H", "H", "H", "H", "H", "H", "H", "H", "H", "O"], "xyz": [[-1.042, -1.170, -1.725], [-0.312, -0.195, -0.813], [0.631, -0.984, 0.191], [1.023, -0.316, 1.439], [-0.105, -0.951, 2.846], [0.332, 1.018, -1.333], [-0.485, -2.056, -2.001], [-1.899, -1.630, -1.148], [-1.291, -0.592, -2.682], [-1.128, 0.215, -0.271], [1.569, -1.305, -0.288], [0.028, -1.923, 0.273], [0.959, 0.823, 1.399], [1.980, -0.634, 1.919], [0.047, 0.071, 3.597], [-0.295, 1.399, -1.995], [1.189, 0.874, -1.819], [-0.213, 2.427, 0.061], [-0.442, 2.084, 1.469], [-0.548, 2.844, 0.882]], "forces_ev_per_angstrom": [[-0.360, 0.216, -1.122], [1.439, -0.495, 1.418], [-0.769, -0.722, -2.525], [0.228, 1.356, 2.660], [-0.808, -1.253, -1.118], [-0.167, -0.578, 0.512], [0.639, -0.019, -0.318], [0.434, 0.935, -0.874], [-0.338, -1.081, 1.234], [-0.617, 0.383, 1.180], [-0.528, 0.149, -0.497], [0.654, 0.338, 0.858], [0.305, -1.646, -0.046], [-0.364, 0.500, -1.280], [0.283, 1.484, 1.091], [-0.774, 0.796, -0.967], [0.795, -0.429, -0.238], [0.072, 0.320, -0.020], [-0.302, 0.294, 0.321], [0.179, -0.549, -0.266]], "mulliken_charge": [-1.751, 0.511, -1.422, 0.288, -1.100, -1.276, 0.271, 0.370, 0.551, 0.170, 0.541, 0.260, 0.142, 0.338, 0.128, 0.241, 0.670, 0.452, 0.345, -0.728]}



Record 2
{"formula": "CH3N", "method": "wB97M-V/def2-TZVPD", "e_above_lowest_kj_mol": 123.1, "e_lumo_ev": 1.155, "energy_ha": -94.57630, "homo_energy_ha": -0.3705, "elements": ["C", "N", "H", "H", "H"], "xyz": [[-0.118, 0.042, -0.114], [0.515, 0.479, 0.871], [-0.567, 1.140, -0.850], [-0.183, -1.027, -0.600], [0.693, -0.337, 1.450]], "forces_ev_per_angstrom": [[-1.054, 3.181, -4.285], [-0.783, -1.075, 0.870], [1.127, -3.893, 1.659], [-0.267, 1.946, 1.338], [0.978, -0.160, 0.418]], "mulliken_charge": [-0.233, -0.418, 0.185, 0.227, 0.239]}



Record 3
{"formula": "C6H8N3OP", "method": "wB97M-V/def2-TZVPD", "e_above_lowest_kj_mol": 193.9, "smiles": "c1cnc(N2CCOP2)nc1", "e_lumo_ev": 0.163, "energy_ha": -814.21326, "homo_energy_ha": -0.3135, "elements": ["C", "C", "N", "C", "N", "C", "C", "O", "P", "N", "C", "H", "H", "H", "H", "H", "H", "H", "H"], "xyz": [[-2.984, -0.365, -0.481], [-2.540, 0.862, -0.058], [-1.316, 0.992, 0.386], [-0.623, -0.117, 0.388], [0.955, -0.094, 1.157], [1.772, 0.994, 0.629], [2.202, 0.616, -0.758], [2.387, -0.776, -0.762], [1.661, -1.577, 0.508], [-0.933, -1.309, 0.021], [-2.197, -1.483, -0.313], [-4.126, -0.375, -0.583], [-2.943, 1.828, -0.310], [2.721, 1.087, 1.194], [1.137, 1.981, 0.674], [1.250, 0.678, -1.461], [3.198, 1.033, -1.072], [2.814, -1.537, 1.535], [-2.433, -2.437, -0.693]], "forces_ev_per_angstrom": [[-4.412, -0.124, 1.066], [1.136, 0.604, -1.306], [1.752, 0.159, 0.632], [4.619, 0.969, 2.834], [-3.542, -0.957, -2.288], [-0.720, 2.127, 0.641], [-1.585, -0.157, -1.924], [0.436, -1.760, 0.398], [1.878, 0.690, 1.457], [-0.104, -0.833, 0.303], [0.252, 1.279, -1.317], [1.840, -0.583, -0.647], [-1.189, -0.086, 0.341], [-0.778, 0.068, 0.378], [1.448, -1.751, -0.097], [2.179, 1.075, 0.710], [-1.434, 0.240, -0.114], [-1.075, 0.126, -1.087], [-0.699, -1.086, 0.018]], "mulliken_charge": [-0.340, -0.114, -0.450, 0.542, -0.268, -0.512, -0.178, -0.347, 0.074, -0.373, -0.282, 0.296, 0.421, 0.317, 0.285, 0.178, 0.288, 0.028, 0.435]}



Record 4
{"formula": "C16H17N3O3S", "method": "wB97M-V/def2-TZVPD", "e_above_lowest_kj_mol": 213.2, "smiles": "CC(=O)Nc1cccc(/C(C)=N/NS(=O)(=O)c2ccccc2)c1", "e_lumo_ev": 0.236, "energy_ha": -1408.05894, "homo_energy_ha": -0.3218, "elements": ["C", "C", "O", "N", "C", "C", "C", "C", "C", "C", "C", "N", "N", "S", "O", "O", "C", "C", "C", "C", "C", "C", "C", "H", "H", "H", "H", "H", "H", "H", "H", "H", "H", "H", "H", "H", "H", "H", "H", "H"], "xyz": [[4.290, -0.745, -4.298], [4.354, -0.247, -2.870], [5.386, -0.139, -2.249], [3.117, 0.062, -2.377], [2.767, 0.553, -1.117], [3.704, 0.835, -0.124], [3.272, 1.318, 1.098], [1.929, 1.525, 1.356], [0.982, 1.248, 0.370], [-0.460, 1.410, 0.591], [-0.957, 1.651, 1.985], [-1.190, 1.352, -0.455], [-2.592, 1.351, -0.280], [-3.164, -0.265, -0.324], [-2.684, -0.923, -1.505], [-4.578, -0.170, -0.121], [-2.379, -0.994, 1.102], [-1.132, -1.567, 0.957], [-0.507, -2.104, 2.071], [-1.145, -2.072, 3.302], [-2.408, -1.512, 3.427], [-3.032, -0.962, 2.319], [1.417, 0.759, -0.859], [5.292, -0.994, -4.635], [3.660, -1.630, -4.362], [3.877, 0.026, -4.945], [2.331, -0.078, -2.997], [4.751, 0.674, -0.315], [4.001, 1.537, 1.864], [1.627, 1.907, 2.318], [-0.551, 2.598, 2.340], [-2.042, 1.715, 1.984], [-0.636, 0.862, 2.661], [-3.000, 1.796, -1.098], [-0.676, -1.587, -0.019], [0.474, -2.546, 1.979], [-0.658, -2.493, 4.169], [-2.903, -1.502, 4.386], [-4.013, -0.518, 2.371], [0.672, 0.542, -1.609]], "forces_ev_per_angstrom": [[0.245, -0.002, 0.060], [-0.176, -0.152, -0.437], [0.239, 0.037, 0.161], [-0.418, -0.013, -0.170], [-0.034, 0.148, 0.405], [0.157, -0.006, -0.013], [-0.051, 0.006, -0.023], [-0.222, 0.010, -0.025], [0.754, -0.126, -0.269], [-0.760, 0.263, 0.368], [-0.216, 0.069, -0.168], [0.487, -0.002, -0.713], [-0.209, -0.557, 0.839], [-0.098, 0.162, -0.265], [0.272, -0.047, 0.197], [-0.037, 0.114, 0.229], [-0.234, 0.296, -0.512], [0.137, -0.153, -0.050], [-0.002, 0.023, -0.068], [-0.007, 0.004, 0.031], [-0.035, 0.019, -0.028], [-0.138, 0.022, 0.083], [0.118, 0.029, 0.125], [-0.004, 0.009, 0.029], [-0.073, -0.059, -0.042], [-0.060, 0.033, -0.075], [0.227, -0.009, 0.036], [0.014, -0.009, -0.003], [0.064, 0.017, 0.054], [-0.065, 0.020, 0.112], [0.064, 0.030, 0.075], [0.083, 0.043, 0.079], [0.050, -0.057, 0.050], [-0.071, -0.060, -0.074], [0.131, -0.022, -0.092], [0.080, -0.039, -0.024], [0.038, -0.036, 0.071], [-0.054, 0.004, 0.068], [-0.129, 0.049, 0.099], [-0.064, -0.059, -0.119]], "mulliken_charge": [-1.305, 0.803, -0.610, -0.125, 0.358, -0.585, -0.938, -0.663, 0.673, 0.869, -1.700, -0.424, -0.506, 1.319, -0.634, -0.714, 0.119, -0.335, -0.535, -0.474, -0.534, -0.368, -0.512, 0.356, 0.335, 0.328, 0.222, 0.541, 0.385, 0.377, 0.567, 0.388, 0.322, 0.365, 0.467, 0.426, 0.394, 0.401, 0.478, 0.473]}